A cluster of 7 separate species, C36H64FN4O14PS in total in a non-equilibrium geometry, computed with ωB97M-V/def2-TZVPD.

## Properties
Gap between HOMO and LUMO, eV: 6.8873
Total energy, a.u.: -3521.896587
LUMO level, eV: -0.75
Structure (SMILES): NC(=O)CCc1cc(CCCF)c2nsnc2c1P(N)O.CCOC(C)=O.CCOC(C)=O.CCOC(C)=O.CCOC(C)=O.CCOC(C)=O.CCOC(C)=O

```
! wB97M-V def2-TZVPD RIJCOSX def2/J DEFGRID3
* xyz 0 1
N 4.203 -1.646 2.500
C 2.836 -1.679 2.049
O 2.371 -2.727 1.633
C 1.937 -0.366 2.034
C 0.650 -0.505 2.935
C -0.689 -0.628 2.147
C -1.618 -1.779 2.555
C -2.914 -2.054 1.991
C -3.852 -3.205 2.460
C -4.999 -2.542 3.387
C -6.417 -2.557 2.709
F -7.140 -1.390 3.161
C -3.421 -1.137 0.887
N -4.623 -1.214 0.260
S -4.677 0.055 -0.838
N -3.167 0.702 -0.511
C -2.498 0.012 0.466
C -1.148 0.268 1.089
P -0.117 1.734 0.530
N -1.123 2.783 -0.484
O 0.308 2.714 1.854
H 4.417 -0.761 2.969
H 4.411 -2.430 3.120
H 2.583 0.427 2.517
H 1.740 -0.145 0.957
H 0.591 0.360 3.650
H 0.749 -1.447 3.552
H -1.267 -2.438 3.384
H -3.347 -4.012 3.046
H -4.407 -3.595 1.555
H -4.724 -1.470 3.582
H -5.086 -3.092 4.370
H -6.386 -2.467 1.585
H -7.050 -3.435 3.015
H -0.702 3.715 -0.520
H -2.020 2.886 0.017
H -0.481 2.881 2.409
O 2.997 1.650 0.391
C 4.056 1.644 -0.189
O 5.202 1.679 0.513
C 6.504 1.485 -0.063
C 7.054 2.780 -0.620
C 4.114 1.690 -1.693
H 6.489 0.683 -0.803
H 7.146 1.142 0.750
H 6.433 3.167 -1.429
H 8.066 2.637 -1.002
H 7.077 3.549 0.156
H 4.032 2.726 -2.023
H 3.272 1.119 -2.087
H 5.011 1.240 -2.113
O -7.866 -5.323 1.784
C -8.887 -5.070 1.192
O -9.259 -5.831 0.149
C -10.534 -5.737 -0.499
C -10.530 -4.658 -1.562
C -9.705 -3.858 1.547
H -11.336 -5.605 0.231
H -10.705 -6.706 -0.972
H -10.349 -3.671 -1.131
H -11.485 -4.634 -2.089
H -9.733 -4.839 -2.285
H -9.291 -2.985 1.041
H -9.647 -3.708 2.625
H -10.762 -3.955 1.308
O -7.664 -5.042 6.189
C -7.621 -6.175 5.783
O -8.047 -7.184 6.570
C -8.217 -8.533 6.121
C -6.916 -9.305 6.200
C -7.015 -6.495 4.444
H -8.662 -8.562 5.124
H -8.946 -8.987 6.796
H -6.154 -8.875 5.548
H -7.069 -10.347 5.913
H -6.518 -9.274 7.216
H -5.933 -6.580 4.551
H -7.245 -5.682 3.761
H -7.412 -7.398 3.985
O 9.737 2.355 -3.062
C 10.224 3.456 -3.149
O 9.954 4.390 -2.218
C 10.625 5.654 -2.125
C 9.981 6.681 -3.033
C 11.061 3.835 -4.341
H 11.697 5.543 -2.308
H 10.521 5.976 -1.088
H 10.051 6.390 -4.083
H 10.460 7.655 -2.912
H 8.919 6.780 -2.803
H 10.405 4.148 -5.154
H 11.628 2.958 -4.654
H 11.792 4.614 -4.136
O 6.804 6.616 -3.661
C 6.067 7.538 -3.424
O 6.449 8.493 -2.555
C 5.739 9.721 -2.347
C 4.626 9.544 -1.334
C 4.684 7.595 -4.015
H 5.383 10.133 -3.293
H 6.470 10.431 -1.957
H 3.878 8.829 -1.679
H 4.130 10.496 -1.138
H 5.026 9.155 -0.395
H 4.007 7.002 -3.400
H 4.723 7.170 -5.018
H 4.293 8.604 -4.126
O 2.763 -1.937 -4.937
C 1.654 -1.506 -4.755
O 1.462 -0.495 -3.888
C 0.224 0.215 -3.740
C -0.707 -0.496 -2.782
C 0.459 -2.141 -5.415
H -0.238 0.403 -4.712
H 0.483 1.192 -3.328
H -0.984 -1.487 -3.148
H -1.619 0.084 -2.632
H -0.218 -0.641 -1.816
H 0.135 -2.997 -4.822
H 0.757 -2.483 -6.406
H -0.376 -1.460 -5.564
*
```